Entry 1:
{
  "formula": "H3OPS",
  "method": "ωB97M-V with the def2-TZVPD basis set",
  "species": ["O", "P", "S", "H", "H", "H"],
  "xyz": [[0.059790, -0.144040, 0.688056], [-1.208170, 0.052951, -0.102195], [2.682128, 0.582857, 0.234141], [-2.301393, 0.369078, 0.869164], [-1.487300, -1.267864, -0.655519], [2.254946, 0.407018, -1.033647]],
  "forces_ev_per_a": [[0.0, 0.3, -0.1], [-0.5, -0.9, 1.1], [0.0, 0.0, -0.2], [0.7, -0.4, -1.1], [-0.4, 0.8, 0.1], [0.1, 0.0, 0.2]],
  "homo_lumo_gap_ev": [7.36, 7.48],
  "total_energy_ha": -816.45904,
  "e_lumo_ev": [-2.11, -1.54],
  "de_lowest_kj_mol": 323.73
}

Entry 2:
{
  "formula": "H3OPS",
  "method": "ωB97M-V with the def2-TZVPD basis set",
  "species": ["O", "P", "S", "H", "H", "H"],
  "xyz": [[1.721581, 0.021727, -0.143420], [-0.655160, 0.100344, 0.202280], [-1.042837, 0.798447, 1.925301], [1.834496, -0.556504, -0.899972], [-0.971043, -1.217555, -0.135533], [-0.887038, 0.853540, -0.948657]],
  "forces_ev_per_a": [[-3.6, 0.3, 0.8], [3.7, 0.2, 0.0], [0.0, -0.2, -0.5], [-0.1, -0.3, -0.4], [0.1, -0.1, 0.0], [0.0, 0.0, 0.0]],
  "homo_lumo_gap_ev": [8.55, 8.55],
  "total_energy_ha": -816.49004,
  "e_lumo_ev": [-1.27, -1.27],
  "de_lowest_kj_mol": 242.35
}

Entry 3:
{
  "formula": "H3OPS",
  "method": "ωB97M-V with the def2-TZVPD basis set",
  "species": ["O", "P", "S", "H", "H", "H"],
  "xyz": [[0.638454, 1.509182, 0.115156], [-0.439357, 0.213230, 0.052910], [0.452243, -1.244218, -1.178155], [0.234265, 2.134352, 0.746537], [-0.190359, -0.617981, 1.394527], [-0.695246, -1.994566, -1.130976]],
  "forces_ev_per_a": [[-0.4, -1.1, 0.4], [-0.6, -0.4, 2.1], [0.2, -0.3, -0.3], [0.3, -0.2, -0.4], [0.0, 1.5, -1.7], [0.5, 0.6, 0.0]],
  "smiles": "OPS",
  "homo_lumo_gap_ev": 9.17,
  "total_energy_ha": -816.56197,
  "e_lumo_ev": 0.58,
  "de_lowest_kj_mol": 53.48
}

Entry 4:
{
  "formula": "H3OPS2",
  "method": "ωB97M-V with the def2-TZVPD basis set",
  "species": ["O", "P", "S", "S", "H", "H", "H"],
  "xyz": [[1.045375, -1.628286, 0.126896], [-1.695819, -0.046750, 0.130257], [1.813773, 1.138924, 0.137603], [0.647475, -0.365294, -0.325286], [-1.241836, 1.413059, 0.033963], [-1.227385, -0.026670, 1.580947], [0.658417, -0.484984, -1.684378]],
  "forces_ev_per_a": [[0.7, -3.6, 1.5], [3.2, 2.0, 1.3], [-1.1, -0.6, -0.3], [-0.8, 3.5, -1.0], [-1.0, -1.7, 0.1], [-0.6, -0.1, -1.6], [-0.3, 0.5, 0.0]],
  "smiles": "O=[S@@H](P)=S",
  "homo_lumo_gap_ev": 8.04,
  "total_energy_ha": -1214.65697,
  "e_lumo_ev": -1.17,
  "de_lowest_kj_mol": 407.15
}

Entry 5:
{
  "formula": "H3OPS2",
  "method": "ωB97M-V with the def2-TZVPD basis set",
  "species": ["O", "P", "S", "S", "H", "H", "H"],
  "xyz": [[-0.240864, -0.064178, 1.577257], [-0.184851, 0.002100, -0.005182], [-1.468308, 1.287000, -0.627153], [1.824413, -0.057571, -0.575202], [-0.679802, 0.620491, 2.033549], [-0.474334, -1.267951, -0.290092], [1.956973, 1.399339, 0.160818]],
  "forces_ev_per_a": [[1.6, -1.8, 0.2], [-0.6, 1.3, 0.2], [0.3, 0.2, -0.4], [0.0, 3.7, 2.0], [-0.9, 1.4, 0.5], [-0.3, -1.7, -0.5], [-0.1, -3.3, -1.8]],
  "smiles": "O[P@@H](=S)S",
  "homo_lumo_gap_ev": 9.02,
  "total_energy_ha": -1214.77801,
  "e_lumo_ev": -0.19,
  "de_lowest_kj_mol": 89.36
}

Entry 6:
{
  "formula": "H3OPS3",
  "method": "ωB97M-V with the def2-TZVPD basis set",
  "species": ["O", "P", "S", "S", "S", "H", "H", "H"],
  "xyz": [[1.500427, -0.268844, 1.367471], [-0.369223, 0.001730, -0.145225], [-1.828892, 0.382618, 1.016047], [0.076230, 1.617238, -1.484214], [0.096822, -1.850195, -1.225141], [1.867156, 0.435107, 1.925076], [-0.964561, 2.416856, -1.057418], [-0.377958, -2.734507, -0.396599]],
  "forces_ev_per_a": [[-1.8, -0.5, -2.1], [2.4, 0.1, 1.9], [0.1, -0.5, -0.4], [-0.3, -0.6, 0.5], [0.3, 2.3, -0.5], [-0.6, 0.4, -0.5], [0.6, -0.8, -0.1], [-0.5, -0.4, 1.1]],
  "homo_lumo_gap_ev": [7.74, 7.74],
  "total_energy_ha": -1612.89298,
  "e_lumo_ev": [-1.56, -1.56],
  "de_lowest_kj_mol": 225.69
}

Repeat the third record exactly.
{
  "formula": "H3OPS",
  "method": "ωB97M-V with the def2-TZVPD basis set",
  "species": ["O", "P", "S", "H", "H", "H"],
  "xyz": [[0.638454, 1.509182, 0.115156], [-0.439357, 0.213230, 0.052910], [0.452243, -1.244218, -1.178155], [0.234265, 2.134352, 0.746537], [-0.190359, -0.617981, 1.394527], [-0.695246, -1.994566, -1.130976]],
  "forces_ev_per_a": [[-0.4, -1.1, 0.4], [-0.6, -0.4, 2.1], [0.2, -0.3, -0.3], [0.3, -0.2, -0.4], [0.0, 1.5, -1.7], [0.5, 0.6, 0.0]],
  "smiles": "OPS",
  "homo_lumo_gap_ev": 9.17,
  "total_energy_ha": -816.56197,
  "e_lumo_ev": 0.58,
  "de_lowest_kj_mol": 53.48
}